Below is 9 unconnected molecules or ions with the total composition C74H89F8N2O4S at a distorted geometry, with properties calculated with ωB97M-V/def2-TZVPD.

Positions of all 178 atoms, in Å:
C -1.210 4.238 3.151
C 0.134 4.765 2.643
C 0.671 4.068 1.391
C -0.132 4.303 0.108
C -1.412 3.471 -0.088
C -1.296 1.989 0.307
C -2.045 1.027 -0.644
C -3.008 0.092 0.085
C -2.269 -0.990 0.894
C -2.620 -2.443 0.507
C -1.393 -3.363 0.365
C -1.553 -4.768 0.996
C -1.346 -5.851 -0.061
C -1.053 -7.273 0.519
C -0.035 -8.057 -0.248
C 1.382 -7.972 -0.048
C 2.013 -7.025 0.971
F 3.147 -6.515 0.436
F 1.243 -5.961 1.219
C 2.387 -7.744 2.333
F 3.712 -7.780 2.462
F 1.921 -9.005 2.298
C 1.809 -7.063 3.602
F 2.161 -7.784 4.642
F 2.283 -5.851 3.730
F 0.488 -7.024 3.545
C 2.216 -8.814 -0.791
C 3.722 -8.958 -0.735
C 4.380 -8.314 -1.991
C 5.257 -7.074 -1.728
S 4.605 -5.536 -2.367
O 4.885 -4.493 -1.434
O 5.010 -5.423 -3.726
O 3.021 -5.753 -2.400
C 1.568 -9.658 -1.725
F 2.286 -10.453 -2.451
N 0.303 -9.702 -1.933
N -0.458 -8.913 -1.187
C -1.892 -9.037 -1.514
C -2.404 -7.811 -2.284
O -3.666 -7.409 -1.790
H -1.209 3.150 3.121
H -2.016 4.623 2.529
H -1.391 4.571 4.170
H 0.871 4.625 3.438
H 0.081 5.841 2.470
H 1.666 4.488 1.222
H 0.815 3.008 1.601
H -0.431 5.356 0.105
H 0.543 4.183 -0.741
H -1.645 3.505 -1.154
H -2.232 3.974 0.420
H -0.238 1.734 0.278
H -1.660 1.869 1.326
H -1.302 0.446 -1.195
H -2.591 1.613 -1.384
H -3.693 -0.352 -0.637
H -3.595 0.717 0.761
H -2.441 -0.862 1.963
H -1.198 -0.847 0.745
H -3.333 -2.864 1.215
H -3.147 -2.406 -0.447
H -0.503 -2.871 0.756
H -1.204 -3.495 -0.702
H -2.573 -4.822 1.378
H -0.899 -4.903 1.854
H -0.586 -5.558 -0.786
H -2.280 -5.922 -0.616
H -1.984 -7.824 0.598
H -0.694 -7.154 1.534
H 4.133 -8.586 0.192
H 3.904 -10.029 -0.784
H 3.612 -8.086 -2.725
H 5.014 -9.061 -2.460
H 6.191 -7.190 -2.269
H 5.485 -6.934 -0.676
H 2.688 -5.624 -1.501
H -2.007 -9.926 -2.124
H -2.468 -9.208 -0.610
H -2.480 -8.059 -3.343
H -1.703 -6.983 -2.220
H -4.335 -7.762 -2.384
C -6.212 -6.991 2.873
C -4.862 -6.671 2.861
C -4.295 -6.007 3.940
C -5.077 -5.668 5.035
C -6.427 -5.991 5.048
C -6.995 -6.649 3.966
H -6.656 -7.505 2.030
H -4.251 -6.938 2.006
H -3.242 -5.750 3.929
H -4.636 -5.153 5.878
H -7.037 -5.728 5.902
H -8.048 -6.897 3.976
C -3.497 6.686 -1.104
C -4.271 7.768 -0.710
C -5.597 7.854 -1.110
C -6.151 6.855 -1.899
C -5.377 5.772 -2.291
C -4.050 5.689 -1.896
H -2.460 6.620 -0.795
H -3.840 8.546 -0.092
H -6.200 8.700 -0.807
H -7.186 6.922 -2.208
H -5.809 4.992 -2.906
H -3.443 4.847 -2.205
C 0.739 7.004 -4.294
C 1.824 7.771 -4.694
C 2.715 8.260 -3.748
C 2.528 7.971 -2.402
C 1.447 7.196 -2.006
C 0.550 6.719 -2.950
H 0.040 6.625 -5.029
H 1.975 7.990 -5.744
H 3.558 8.865 -4.059
H 3.226 8.346 -1.665
H 1.301 6.966 -0.957
H -0.299 6.121 -2.639
C 2.521 12.384 0.912
C 3.215 13.530 0.549
C 3.695 13.671 -0.746
C 3.477 12.667 -1.680
C 2.782 11.522 -1.317
C 2.307 11.379 -0.021
H 2.148 12.274 1.922
H 3.380 14.315 1.275
H 4.238 14.564 -1.027
H 3.849 12.778 -2.690
H 2.608 10.741 -2.045
H 1.766 10.484 0.260
C 1.899 1.748 5.744
C 0.921 1.553 4.780
C -0.181 0.757 5.059
C -0.308 0.161 6.306
C 0.670 0.357 7.272
C 1.775 1.149 6.990
H 2.758 2.368 5.524
H 1.017 2.024 3.810
H -0.944 0.605 4.305
H -1.171 -0.455 6.527
H 0.570 -0.105 8.245
H 2.538 1.300 7.742
C 7.592 5.147 6.086
C 6.663 4.454 6.850
C 5.457 4.061 6.287
C 5.184 4.354 4.958
C 6.113 5.045 4.194
C 7.316 5.444 4.759
H 8.531 5.456 6.526
H 6.878 4.222 7.885
H 4.730 3.525 6.885
H 4.245 4.045 4.516
H 5.900 5.273 3.157
H 8.040 5.987 4.164
C 1.388 3.134 -7.346
C 0.728 1.919 -7.464
C 0.072 1.376 -6.368
C 0.071 2.051 -5.155
C 0.730 3.268 -5.038
C 1.390 3.808 -6.132
H 1.901 3.556 -8.200
H 0.725 1.395 -8.411
H -0.441 0.426 -6.459
H -0.444 1.630 -4.301
H 0.728 3.797 -4.093
H 1.906 4.755 -6.037
C -2.806 -2.944 -5.909
C -4.074 -2.971 -5.343
C -4.344 -3.826 -4.283
C -3.345 -4.652 -3.786
C -2.076 -4.621 -4.352
C -1.806 -3.770 -5.415
H -2.598 -2.279 -6.736
H -4.851 -2.325 -5.727
H -5.333 -3.847 -3.844
H -3.554 -5.310 -2.954
H -1.290 -5.259 -3.965
H -0.819 -3.748 -5.857

Properties
LUMO energy in eV: -4.969
Largest force on an atom in eV/A: 1.07
Net charge: +1
Orbital gap in eV: 5.12
Calculated total energy in Eh: -4480.4462